(1)
Molecular formula: C27H44DyF6OP2
Method: DFT, wB97M-V/def2-TZVPD

Charge: +1
Spin multiplicity: 6
E in eV: -89715.013
Relative energy (zero: lowest compared OMol25 entry of this formula, charge and spin) in kcal per mole: 76.2
<S²>: 9.3305
HOMO level (spin up / spin down) in eV: -11.38 / -11.22

Each line ends with the Mulliken spin population.
Cartesian coordinates (Å):
Dy  0.14  1.93  -0.10  4.993
C  -0.36  3.23  -1.80  0.001
C  -1.46  3.18  -0.86  0.026
C  0.39  4.09  0.23  0.031
C  0.78  3.76  -1.13  -0.027
C  -0.99  3.76  0.38  -0.021
C  -0.44  2.85  -3.25  -0.005
H  -1.22  2.11  -3.43  0.001
H  0.51  2.43  -3.60  -0.001
H  -0.67  3.73  -3.87  0.001
C  2.14  4.01  -1.71  -0.004
H  2.27  3.47  -2.65  0.000
H  2.92  3.67  -1.02  -0.001
H  2.30  5.08  -1.91  0.000
C  1.28  4.72  1.25  0.002
H  1.30  5.82  1.14  0.000
H  2.31  4.35  1.14  -0.003
H  0.95  4.49  2.27  0.000
C  -1.84  4.02  1.59  -0.007
H  -2.23  5.05  1.57  0.002
H  -1.27  3.89  2.51  -0.002
H  -2.70  3.34  1.63  0.000
C  -2.88  2.83  -1.19  0.007
H  -3.46  3.72  -1.48  0.000
H  -3.39  2.38  -0.33  -0.001
H  -2.93  2.12  -2.02  -0.002
C  -0.69  -5.25  -0.95  0.000
C  -1.70  -4.79  -1.71  0.000
C  -3.19  -4.93  -1.55  0.000
C  -3.71  -5.34  -0.15  0.000
C  -3.32  -4.37  0.94  0.000
C  -2.18  -4.31  1.64  0.000
C  -0.95  -5.18  1.58  0.000
C  -0.76  -6.05  0.32  0.000
H  -3.56  -5.65  -2.29  0.000
H  -3.38  -6.36  0.08  0.000
H  -3.64  -3.97  -1.82  0.000
H  -1.55  -6.81  0.27  0.000
H  0.32  -4.99  -1.27  0.000
H  -1.41  -4.21  -2.60  0.000
H  0.18  -6.60  0.44  0.000
H  -0.08  -4.52  1.68  0.000
H  -2.11  -3.51  2.38  0.000
H  -0.93  -5.83  2.47  0.000
H  -4.80  -5.38  -0.21  0.000
H  -4.06  -3.60  1.15  0.000
P  0.15  -0.16  -1.00  0.007
C  1.59  -0.84  -1.93  0.001
C  -1.26  -0.80  -1.99  -0.001
P  -0.56  0.43  1.47  -0.004
C  0.05  -1.09  0.61  0.004
C  -2.35  0.10  1.77  -0.001
C  0.10  0.39  3.19  0.002
H  2.49  -0.42  -1.48  -0.001
H  1.52  -0.52  -2.97  0.000
H  1.62  -1.94  -1.89  0.001
H  -1.33  -1.90  -1.93  0.001
H  -1.13  -0.51  -3.03  0.001
H  -2.19  -0.36  -1.62  -0.001
H  -0.05  -0.59  3.66  0.001
H  -0.40  1.16  3.78  0.000
H  1.17  0.63  3.13  -0.001
H  1.08  -1.27  0.95  0.000
H  -0.54  -2.01  0.66  0.000
H  -2.74  0.82  2.50  0.001
H  -2.52  -0.91  2.15  0.000
H  -2.91  0.24  0.83  -0.001
C  4.42  0.03  -0.05  -0.001
C  3.72  1.32  0.45  0.002
O  2.50  1.54  -0.33  -0.002
C  3.47  1.13  1.95  0.002
F  4.65  1.12  2.66  0.000
F  2.69  2.17  2.43  -0.001
F  2.88  -0.10  2.15  0.000
C  4.77  2.46  0.21  -0.002
F  5.99  2.15  0.80  0.000
F  5.00  2.63  -1.14  0.000
F  4.38  3.66  0.76  0.000
H  3.81  -0.88  0.11  0.000
H  5.37  -0.16  0.50  0.000
H  4.67  0.10  -1.13  0.000

(2)
Molecular formula: C6H10Cl2F2N2O2
Method: DFT, wB97M-V/def2-TZVPD

Charge: 0
E in eV: -43935.114
HOMO level (spin up / spin down) in eV: -8.03 / -7.27

Each line ends with the Löwdin charge.
Cartesian coordinates (Å):
C  -0.94  -0.29  1.04  -0.533
C  0.50  1.80  -1.94  -0.048
C  -0.04  -2.34  1.82  -0.060
C  -1.61  0.34  -0.04  -0.167
C  1.72  0.85  0.09  -0.365
C  0.93  0.63  -1.17  -0.321
N  -1.76  1.69  -0.06  -0.399
N  0.97  -0.63  -1.69  -0.339
O  -0.59  0.25  2.08  0.062
O  -0.62  -1.60  0.75  -0.095
F  1.36  2.01  0.67  0.089
F  3.05  0.98  -0.21  0.060
Cl  -3.43  2.36  -0.28  0.517
Cl  -0.23  -1.08  -2.87  0.672
H  1.26  2.58  -1.89  0.099
H  0.28  1.55  -2.97  0.065
H  -0.42  2.22  -1.48  0.071
H  0.51  -1.67  2.48  0.088
H  0.62  -3.08  1.38  0.091
H  -0.83  -2.84  2.39  0.097
H  -2.01  -0.23  -0.86  0.092
H  1.65  0.04  0.83  0.152
H  -1.39  2.10  0.81  0.088
H  1.06  -1.38  -1.01  0.085

(3)
Molecular formula: C22H43O3P2PtS5Sb
Method: DFT, wB97M-V/def2-TZVPD

Charge: -2
Spin multiplicity: 3
E in eV: -112199.044
Relative energy (zero: lowest compared OMol25 entry of this formula, charge and spin) in kcal per mole: 20.2
<S²>: 2.0163
HOMO level (spin up / spin down) in eV: -0.62 / -0.76

Each line ends with the Mulliken spin population.
Cartesian coordinates (Å):
Pt  0.29  -0.06  1.56  0.777
C  2.43  2.16  4.84  0.000
C  3.12  0.83  4.60  0.003
O  3.16  0.54  3.22  -0.001
P  2.42  -0.76  2.57  -0.001
S  2.95  -0.74  0.65  0.187
S  0.81  -1.37  3.65  0.111
O  3.40  -1.98  3.24  0.006
C  4.73  -2.13  2.86  0.004
C  4.96  -3.49  2.20  -0.013
H  2.39  2.37  5.91  0.000
H  1.42  2.13  4.44  -0.003
H  2.98  2.96  4.34  0.000
H  2.60  0.04  5.14  0.001
H  4.16  0.87  4.95  0.000
H  5.35  -2.04  3.77  0.002
H  5.01  -1.33  2.16  0.000
H  4.49  -4.26  2.81  0.000
H  6.02  -3.69  2.09  -0.001
H  4.50  -3.49  1.22  0.006
S  -2.86  3.89  0.93  0.011
Sb  -1.55  2.25  -0.03  0.032
S  -2.08  0.14  1.11  0.322
S  0.62  2.23  1.15  0.474
O  -0.11  -2.13  -0.24  0.033
P  0.03  -3.58  -0.10  0.055
C  1.83  -4.05  -0.32  -0.015
C  2.54  -3.22  -1.39  0.023
C  2.60  -3.85  -2.77  0.001
C  3.15  -5.26  -2.71  0.000
C  2.28  -6.11  -1.78  -0.001
C  2.28  -5.51  -0.37  0.000
C  -1.04  -4.56  -1.32  0.003
C  -2.50  -4.64  -0.90  0.001
C  -3.16  -3.27  -0.93  0.012
C  -2.93  -2.54  -2.26  0.002
C  -2.26  -3.46  -3.28  0.002
C  -0.92  -3.94  -2.72  -0.003
C  -0.34  -4.15  1.64  -0.019
C  -1.60  -3.47  2.18  0.019
C  -1.75  -3.70  3.69  0.007
C  -1.20  -5.06  4.11  -0.002
C  -1.34  -6.06  2.96  0.001
C  -0.36  -5.67  1.85  -0.001
H  2.17  -3.62  0.64  0.004
H  3.56  -3.04  -1.05  -0.013
H  2.06  -2.24  -1.43  0.006
H  3.24  -3.23  -3.41  0.000
H  1.61  -3.87  -3.22  0.000
H  4.17  -5.24  -2.33  0.000
H  3.17  -5.71  -3.71  0.000
H  2.66  -7.13  -1.74  0.000
H  1.27  -6.14  -2.18  0.000
H  3.31  -5.55  0.01  0.000
H  1.68  -6.14  0.28  0.000
H  -0.63  -5.58  -1.33  -0.002
H  -2.58  -5.08  0.10  0.000
H  -3.02  -5.32  -1.58  0.000
H  -2.75  -2.65  -0.13  -0.008
H  -4.23  -3.39  -0.73  -0.002
H  -2.27  -1.69  -2.08  0.002
H  -3.87  -2.16  -2.66  -0.002
H  -2.08  -2.91  -4.21  0.000
H  -2.91  -4.30  -3.53  0.000
H  -0.26  -3.07  -2.67  -0.001
H  -0.49  -4.67  -3.42  0.000
H  0.49  -3.70  2.19  -0.013
H  -2.49  -3.86  1.68  0.003
H  -1.55  -2.40  1.98  -0.013
H  -2.81  -3.62  3.94  0.000
H  -1.22  -2.91  4.22  0.000
H  -1.73  -5.42  5.00  0.000
H  -0.14  -4.97  4.36  0.001
H  -2.37  -6.05  2.59  0.000
H  -1.12  -7.08  3.30  0.000
H  -0.62  -6.19  0.93  0.000
H  0.64  -6.00  2.16  0.000

(4)
Molecular formula: C3H2N2O2
Method: DFT, wB97M-V/def2-TZVPD

Charge: 0
E in eV: -10210.011
Relative energy (zero: lowest compared OMol25 entry of this formula, charge and spin) in kcal per mole: 188.6
HOMO level in eV: -8.57

Each line ends with the Löwdin charge.
Cartesian coordinates (Å):
C  -1.12  -0.70  0.07  -0.275
C  -0.83  0.65  -0.03  -0.063
C  1.06  -0.57  -0.05  -0.208
N  -0.16  -1.60  0.06  0.117
N  0.54  0.62  0.02  -0.022
O  2.35  -0.16  0.01  0.113
O  1.85  1.16  0.00  0.099
H  -2.20  -0.92  0.11  0.121
H  -1.48  1.53  -0.19  0.118

(5)
Molecular formula: C3H11NO2
Method: DFT, wB97M-V/def2-TZVPD

Charge: 0
SMILES: C/C=C\N.O.O
E in eV: -8873.820
Relative energy (zero: lowest compared OMol25 entry of this formula, charge and spin) in kcal per mole: 15.4
HOMO level in eV: -8.22

Each line ends with the Löwdin charge.
Cartesian coordinates (Å):
C  1.17  0.87  1.25  -0.107
C  1.73  0.09  0.08  -0.170
C  1.40  -1.17  -0.19  -0.230
N  0.14  -1.74  0.05  0.020
H  1.93  1.51  1.68  0.065
H  0.83  0.19  2.03  0.066
H  0.31  1.48  0.96  0.055
H  2.60  0.51  -0.41  0.086
H  2.01  -1.70  -0.92  0.100
H  0.09  -2.74  -0.04  0.088
H  -0.32  -1.49  0.92  0.087
O  -1.25  2.93  -0.68  -0.061
H  -2.14  2.79  -0.36  0.036
H  -1.28  2.57  -1.58  0.037
O  -2.50  -0.99  -0.94  -0.087
H  -3.11  -1.74  -0.93  0.023
H  -1.60  -1.37  -0.92  -0.007